Arrangement a

{
  "formula": "C6H8O2",
  "method": "the ωB97M-V functional and the def2-TZVPD basis",
  "species": ["C", "C", "C", "C", "C", "C", "H", "H", "H", "H", "H", "H", "H", "H", "O", "O"],
  "xyz": [[1.832, -0.288, 0.243], [0.516, -0.277, -0.488], [-1.533, -1.095, 0.456], [-1.676, 0.236, -0.242], [-1.241, 1.731, 0.038], [-0.222, 0.733, 0.188], [1.543, -0.797, 1.260], [0.753, -0.054, -1.656], [-2.574, -1.918, 0.410], [-1.348, -1.085, 1.614], [-1.628, 0.062, -1.345], [-1.615, 2.380, -0.907], [-1.541, 2.265, 0.937], [-0.124, 0.746, 1.273], [2.837, 0.419, 0.034], [-0.277, -1.399, -0.378]],
  "lumo_ev": 0.77,
  "orbital_gap_ev": 9.9,
  "smiles": "O=C[C@H]1OC[C@H]2C[C@@H]21"
}

Arrangement b

{
  "formula": "C6H8O2",
  "method": "the ωB97M-V functional and the def2-TZVPD basis",
  "species": ["C", "C", "C", "C", "C", "C", "H", "H", "H", "H", "H", "H", "H", "H", "O", "O"],
  "xyz": [[-0.164, 1.607, 0.081], [1.114, 0.789, -0.159], [1.162, -0.735, -0.248], [-0.091, -1.588, -0.112], [-1.012, -0.601, 0.566], [-1.234, 0.566, -0.269], [-0.183, 2.551, -0.481], [-0.231, 1.849, 1.157], [1.923, 1.331, -0.637], [1.999, -1.199, -0.790], [0.158, -2.524, 0.392], [-0.523, -1.871, -1.091], [-0.778, -0.439, 1.651], [-1.319, 0.333, -1.342], [1.528, 0.004, 0.944], [-2.350, -0.071, 0.339]],
  "lumo_ev": 1.05,
  "orbital_gap_ev": 10.9,
  "smiles": "C1[C@@H]2O[C@H]2C[C@H]2O[C@@H]12"
}

Q: Which of them is the most stable? A: arrangement b.

Arrangement a

{
  "formula": "C3H8N2OS",
  "method": "the ωB97M-V functional and the def2-TZVPD basis",
  "species": ["C", "C", "C", "N", "N", "O", "S", "H", "H", "H", "H", "H", "H", "H", "H"],
  "xyz": [[1.729, 0.265, 0.039], [0.867, 0.511, -1.186], [0.652, -0.291, 0.965], [-2.135, -0.695, -0.336], [-3.265, -0.116, -0.039], [-1.045, 1.750, 0.440], [-0.677, 0.453, -0.093], [2.562, -0.419, -0.131], [2.118, 1.205, 0.425], [1.020, 1.428, -1.741], [0.794, -0.344, -1.851], [0.559, -1.371, 0.939], [0.653, 0.074, 1.986], [-3.721, 0.458, -0.749], [-3.403, 0.239, 0.909]],
  "lumo_ev": 0.91,
  "orbital_gap_ev": 8.8
}

Arrangement b

{
  "formula": "C3H8N2OS",
  "method": "the ωB97M-V functional and the def2-TZVPD basis",
  "species": ["C", "C", "C", "N", "N", "O", "S", "H", "H", "H", "H", "H", "H", "H", "H"],
  "xyz": [[-1.123, -1.251, -0.320], [-1.339, 0.242, -0.568], [-2.553, -0.696, -0.493], [3.086, 1.198, 0.176], [2.038, 1.710, 0.781], [3.095, -1.179, 1.274], [3.695, -0.220, 0.334], [-0.519, -1.840, -1.009], [-0.913, -1.545, 0.689], [-1.128, 0.603, -1.547], [-1.072, 0.904, 0.196], [-3.163, -0.610, 0.345], [-3.136, -1.026, -1.397], [1.728, 2.573, 0.402], [1.302, 1.138, 1.137]],
  "lumo_ev": 0.21,
  "orbital_gap_ev": 9.3
}

Arrangement c

{
  "formula": "C3H8N2OS",
  "method": "the ωB97M-V functional and the def2-TZVPD basis",
  "species": ["C", "C", "C", "H", "H", "H", "H", "H", "H", "H", "H", "N", "N", "O", "S"],
  "xyz": [[-2.107, -0.426, -0.013], [-0.095, 0.252, -0.425], [2.196, -0.556, 0.698], [-2.844, 0.200, -0.748], [-1.976, 0.193, 0.924], [-2.803, -1.279, 0.170], [-0.760, -1.527, -1.427], [1.445, -1.156, 1.202], [3.010, -1.380, 0.405], [2.607, 0.056, 1.443], [0.999, 2.445, -0.556], [-0.849, -0.873, -0.577], [-0.566, 1.333, -0.084], [0.108, 2.546, -0.060], [1.636, 0.173, -0.953]],
  "lumo_ev": 0.70,
  "orbital_gap_ev": 9.5,
  "smiles": "CN/C(=N/O)SC"
}

Q: Which of them is the most stable? A: arrangement b.

Arrangement a

{
  "formula": "C3H8N2OS",
  "method": "the ωB97M-V functional and the def2-TZVPD basis",
  "species": ["C", "C", "C", "H", "H", "H", "H", "H", "H", "H", "H", "N", "N", "O", "S"],
  "xyz": [[-1.980, 0.592, 1.852], [-0.610, -1.620, -0.407], [0.545, 0.374, -0.322], [-2.755, 0.141, 1.145], [-1.822, 1.711, 1.913], [-2.315, -0.054, 2.919], [0.426, -2.097, 0.020], [-1.559, -2.070, -0.131], [-0.433, -1.538, -1.543], [0.939, 0.940, 1.569], [2.231, 1.279, 0.564], [-0.498, -0.293, 0.103], [1.173, 1.195, 0.572], [-0.689, -0.078, 1.462], [1.147, -0.005, -1.851]],
  "lumo_ev": 0.65,
  "orbital_gap_ev": 8.6,
  "smiles": "CON(C)C(N)=S"
}

Arrangement b

{
  "formula": "C3H8N2OS",
  "method": "the ωB97M-V functional and the def2-TZVPD basis",
  "species": ["C", "C", "C", "N", "N", "O", "S", "H", "H", "H", "H", "H", "H", "H", "H"],
  "xyz": [[-0.088, 1.657, 0.298], [-0.844, 0.463, -0.340], [-0.496, -1.929, 0.321], [1.218, 1.457, -0.074], [-0.048, -0.711, -0.244], [2.616, -0.529, -0.686], [1.623, -0.165, 0.313], [-0.443, 2.670, 0.160], [-0.131, 1.677, 1.414], [-1.884, 0.335, -0.016], [-1.014, 0.811, -1.356], [-1.028, -2.565, -0.444], [0.317, -2.733, 0.486], [-1.187, -2.044, 1.209], [1.389, 1.606, -1.040]],
  "lumo_ev": 0.84,
  "orbital_gap_ev": 9.7
}

Arrangement c

{
  "formula": "C3H8N2OS",
  "method": "the ωB97M-V functional and the def2-TZVPD basis",
  "species": ["C", "C", "C", "N", "N", "O", "S", "H", "H", "H", "H", "H", "H", "H", "H"],
  "xyz": [[2.147, 0.766, 0.861], [-1.531, 0.549, -0.061], [1.768, -1.429, -0.125], [-0.963, 1.052, -1.271], [1.606, 0.006, -0.134], [2.016, 1.236, 1.945], [3.044, 1.046, -0.649], [-1.733, -0.626, -0.135], [-0.683, 0.585, 0.752], [-2.409, 1.165, 0.326], [1.444, -1.826, -1.210], [2.707, -1.725, 0.324], [0.975, -1.892, 0.620], [-1.732, 0.955, -1.911], [-0.717, 2.018, -1.068]],
  "lumo_ev": 0.24,
  "orbital_gap_ev": 9.4,
  "smiles": "CN1SC1=O.CN"
}

Arrangement d

{
  "formula": "C3H8N2OS",
  "method": "the ωB97M-V functional and the def2-TZVPD basis",
  "species": ["N", "C", "C", "S", "C", "N", "O", "H", "H", "H", "H", "H", "H", "H", "H"],
  "xyz": [[1.088, 1.207, -0.360], [0.369, 0.007, 0.326], [-1.138, -0.118, -0.066], [-2.070, 1.484, 0.556], [1.150, -1.261, -0.096], [2.364, -1.002, -0.484], [0.500, -2.291, -0.406], [0.974, 1.050, -1.414], [0.621, 2.036, 0.036], [0.362, 0.011, 1.431], [-1.723, -0.970, 0.224], [-1.297, -0.052, -1.111], [-1.912, 1.257, 1.855], [2.651, -0.183, -1.045], [2.998, -1.770, -0.697]],
  "lumo_ev": 0.82,
  "orbital_gap_ev": 10.2,
  "smiles": "NC(=O)[C@@H](N)CS"
}

Q: Which of them is the most stable? A: arrangement d.

Arrangement a

{
  "formula": "C3H8N2OS",
  "method": "the ωB97M-V functional and the def2-TZVPD basis",
  "species": ["C", "C", "C", "H", "H", "H", "H", "H", "H", "H", "H", "N", "N", "O", "S"],
  "xyz": [[1.101, 1.711, -0.217], [-0.361, -0.249, -0.113], [-0.601, -1.719, -0.359], [0.349, 2.197, -0.830], [2.083, 1.963, -0.591], [0.974, 2.000, 0.804], [2.117, -0.471, 1.589], [-1.588, -1.848, -0.840], [0.170, -2.138, -0.955], [-0.553, -2.272, 0.584], [-3.110, 0.697, 0.520], [0.931, 0.260, -0.327], [-1.246, 0.579, 0.213], [-2.514, -0.032, 0.294], [2.246, -0.677, 0.230]],
  "lumo_ev": 0.73,
  "orbital_gap_ev": 9.5,
  "smiles": "C/C(=N\\O)N(C)S"
}

Arrangement b

{
  "formula": "C3H8N2OS",
  "method": "the ωB97M-V functional and the def2-TZVPD basis",
  "species": ["N", "C", "C", "S", "C", "N", "O", "H", "H", "H", "H", "H", "H", "H", "H"],
  "xyz": [[0.315, -1.443, 0.142], [-0.206, -0.069, 0.249], [0.768, 0.764, 1.082], [0.340, 0.842, 2.846], [-0.442, 0.598, -1.117], [-1.283, -0.078, -1.957], [0.063, 1.653, -1.441], [-0.368, -2.045, -0.317], [1.097, -1.433, -0.510], [-1.172, -0.129, 0.755], [0.809, 1.772, 0.693], [1.753, 0.326, 0.963], [1.257, -0.036, 3.265], [-1.636, -0.991, -1.746], [-1.296, 0.271, -2.907]],
  "lumo_ev": 0.65,
  "orbital_gap_ev": 9.6,
  "smiles": "NC(=O)[C@@H](N)CS"
}

Arrangement c

{
  "formula": "C3H8N2OS",
  "method": "the ωB97M-V functional and the def2-TZVPD basis",
  "species": ["C", "C", "C", "H", "H", "H", "H", "H", "H", "H", "H", "N", "N", "O", "S"],
  "xyz": [[2.315, 0.182, -0.041], [0.127, -0.701, 0.403], [-1.221, -0.669, -0.049], [2.741, -0.772, 0.257], [2.511, 0.996, 0.644], [2.842, 0.553, -0.953], [0.136, -0.267, 1.351], [0.392, -1.773, 0.422], [-2.922, -1.535, -0.211], [-2.803, 0.521, -0.410], [-0.211, 2.520, -0.736], [-1.978, -1.743, -0.015], [-1.724, 0.582, -0.433], [0.949, 0.150, -0.428], [-1.155, 1.957, 0.200]],
  "lumo_ev": 0.71,
  "orbital_gap_ev": 9.7,
  "smiles": "[H]/N=C(/COC)NS"
}

Q: Which of them is the most stable? A: arrangement b.

Arrangement a

{
  "formula": "C5H11NO",
  "method": "the ωB97M-V functional and the def2-TZVPD basis",
  "species": ["C", "C", "C", "C", "N", "C", "O", "H", "H", "H", "H", "H", "H", "H", "H", "H", "H", "H"],
  "xyz": [[0.857, 1.915, -0.051], [1.245, 0.445, -0.182], [0.055, -0.463, -0.508], [0.499, -1.912, -0.703], [-0.829, -0.458, 0.628], [-1.971, 0.067, 0.659], [-2.659, -0.033, 1.811], [0.391, 2.282, -0.974], [0.140, 2.059, 0.766], [1.730, 2.540, 0.158], [2.011, 0.318, -0.957], [1.682, 0.093, 0.762], [-0.441, -0.094, -1.425], [1.218, -2.004, -1.522], [0.964, -2.273, 0.222], [-0.363, -2.555, -0.906], [-2.013, -0.538, 2.341], [-2.519, 0.612, -0.118]],
  "lumo_ev": 1.15,
  "orbital_gap_ev": 11.0,
  "smiles": "CC[C@@H](C)/N=C/O"
}

Arrangement b

{
  "formula": "C5H11NO",
  "method": "the ωB97M-V functional and the def2-TZVPD basis",
  "species": ["C", "C", "C", "N", "C", "C", "O", "H", "H", "H", "H", "H", "H", "H", "H", "H", "H", "H"],
  "xyz": [[-1.274, -0.206, -1.363], [0.005, -0.599, -0.727], [1.083, 1.338, -0.401], [0.139, -1.001, 0.519], [-0.921, -0.781, 1.475], [1.445, -0.116, 0.735], [2.516, -0.655, 0.522], [-1.884, 0.420, -0.703], [-1.090, 0.319, -2.304], [-1.798, -1.151, -1.552], [0.859, -0.821, -1.362], [1.996, 1.800, -0.026], [1.144, 1.351, -1.502], [0.195, 1.926, -0.140], [-1.242, 0.273, 1.541], [-1.758, -1.412, 1.173], [-0.567, -1.107, 2.459], [1.151, 0.425, 1.657]],
  "lumo_ev": 0.40,
  "orbital_gap_ev": 8.5
}

Q: Which of them is the most stable? A: arrangement a.